{"formula": "C2H9BrSi3", "method": "ωB97M-V with the def2-TZVPD basis set", "homo_ev": [-8.93, -8.93], "de_lowest_kj_mol": 441.2, "spin_multiplicity": 1, "symbols": ["Si", "H", "H", "H", "H", "C", "H", "Si", "H", "C", "H", "Si", "H", "Br", "H"], "coordinates": [[0.8408, -1.4716, -1.1479], [-2.6067, -0.4435, 0.6863], [0.2420, 0.7085, 2.3840], [-0.1771, -0.9126, 1.8767], [-0.0180, -2.2575, -0.3857], [-1.8125, 1.8295, -0.8014], [-2.7126, 2.2667, -0.9348], [1.5892, -0.0284, 0.4363], [2.6587, -0.1670, 1.4761], [0.0178, 0.0531, 1.5565], [-1.0285, 2.5498, -0.8383], [-1.7110, 0.6935, 0.5244], [1.8713, 1.2842, -0.1736], [2.4733, -2.9667, -1.6437], [0.3734, -1.1378, -3.0149]], "forces_ev_per_a": [[1.36, -0.04, -4.46], [-0.63, 0.01, 0.03], [-0.11, 0.22, 0.31], [-0.60, -1.90, 0.80], [-1.71, -0.99, 0.63], [2.44, -1.88, 2.62], [-3.12, 0.98, -1.16], [-0.66, 1.64, 1.37], [0.14, -0.63, -0.65], [-0.88, 2.72, -3.01], [0.78, 0.40, -0.29], [2.58, -0.59, 0.33], [-0.05, 0.14, -0.09], [0.01, 0.10, 0.15], [0.45, -0.18, 3.45]]}

{"formula": "C2H9ClSi2", "method": "ωB97M-V with the def2-TZVPD basis set", "homo_ev": [-4.47, -10.54], "de_lowest_kj_mol": 152.2, "spin_multiplicity": 3, "symbols": ["C", "H", "H", "Si", "Si", "C", "H", "Cl", "H", "H", "H", "H", "H", "H"], "coordinates": [[-0.1053, -0.7715, 2.3995], [-1.0012, -1.2356, 2.0468], [-0.9837, 1.5823, -1.9116], [-0.0988, -0.5226, -1.0879], [0.3821, 0.3708, 1.0147], [-0.2235, 0.8983, -2.2162], [-0.6052, 0.4101, -3.1602], [1.3528, -1.9451, -1.3001], [0.6565, -1.4103, 2.6392], [-0.1034, 1.7700, 0.9026], [0.6385, 1.6423, -2.4559], [-1.4021, -0.9882, -1.4946], [2.0088, 0.4781, 1.2726], [-0.5155, -0.2785, 3.3513]], "forces_ev_per_a": [[-2.79, 2.51, 0.57], [-0.53, -1.07, -0.23], [-0.96, 0.23, 0.53], [-0.88, 0.08, -0.45], [3.09, 1.20, 1.56], [2.16, 2.37, -1.89], [0.53, 0.35, 0.75], [-0.07, -0.17, 0.14], [1.88, -1.83, 0.53], [-0.31, -0.28, -0.30], [-1.11, -1.76, 0.30], [-0.72, -1.53, -0.14], [-1.21, 0.03, -0.03], [0.94, -0.12, -1.34]]}

{"formula": "C2H9InO2", "method": "ωB97M-V with the def2-TZVPD basis set", "homo_ev": -8.10, "spin_multiplicity": 1, "symbols": ["O", "O", "C", "H", "H", "H", "H", "H", "In", "H", "C", "H", "H", "H"], "coordinates": [[1.2862, -0.8673, 1.1815], [1.0974, -1.3457, -2.0895], [0.9657, 0.2040, 0.6595], [0.8361, -1.6988, -1.1938], [1.2885, 0.3286, -0.4109], [-3.1361, 1.7405, 1.3060], [-1.9830, -0.9202, 1.7946], [0.3408, 1.5291, 2.1878], [-1.9603, 0.5523, 0.8581], [0.6160, -1.7699, -2.8231], [0.2002, 1.3050, 1.1314], [0.3630, 2.1744, 0.4982], [2.0642, -1.3311, -2.2112], [-1.9787, 0.0993, -0.8888]], "forces_ev_per_a": [[-0.06, -0.17, -0.32], [-0.20, -0.23, 0.29], [0.16, -0.06, -0.51], [0.02, 0.43, 0.27], [-0.17, 0.30, 0.04], [0.10, 0.15, -0.06], [0.03, -0.02, 0.04], [-0.29, -0.16, 0.05], [-0.23, -0.40, -0.20], [-0.06, -0.01, 0.05], [0.68, 0.13, 0.24], [-0.16, 0.06, 0.04], [0.01, -0.03, 0.10], [0.16, 0.00, -0.02]]}

{"formula": "C2H9N2", "method": "ωB97M-V with the def2-TZVPD basis set", "homo_ev": -14.86, "de_lowest_kj_mol": 156.1, "spin_multiplicity": 1, "total_charge": 1, "symbols": ["H", "H", "H", "H", "C", "N", "H", "H", "C", "H", "H", "N", "H"], "coordinates": [[1.4773, -0.0290, 1.0638], [-0.9917, 0.9676, 0.7897], [-0.4629, -1.4224, 0.8163], [0.2222, 1.2248, 1.9929], [-0.0017, -1.1634, -0.1882], [-0.8419, -0.5583, -1.2689], [-0.4776, -0.7297, -2.1854], [0.7053, -1.9252, -0.6861], [0.0430, 1.2292, 0.9105], [0.2259, 2.2154, 0.4518], [1.1297, 0.6639, -0.5428], [0.8329, 0.1084, 0.2891], [-1.8605, -0.5812, -1.4427]], "forces_ev_per_a": [[1.10, -0.73, -1.00], [-0.58, 0.24, -0.20], [0.05, -0.37, -1.81], [0.15, 0.28, -0.37], [-0.64, 1.45, -1.13], [0.11, -0.49, 0.74], [0.67, -0.29, -0.24], [-0.93, 1.22, 1.47], [-1.43, -0.05, 0.95], [0.17, -0.68, 0.23], [0.97, -1.56, 0.54], [-0.40, 1.38, -0.72], [0.75, -0.39, 1.53]]}

{"formula": "C2H9N2", "method": "ωB97M-V with the def2-TZVPD basis set", "homo_ev": -14.83, "de_lowest_kj_mol": 182.2, "spin_multiplicity": 1, "total_charge": 1, "symbols": ["H", "C", "H", "N", "H", "C", "H", "H", "H", "H", "H", "H", "N"], "coordinates": [[-0.8897, -1.1120, 1.0839], [-0.0437, -0.0199, -0.4244], [2.1495, -0.6009, -0.4067], [1.3413, -0.6125, 0.1843], [0.0650, 0.0065, -1.5581], [-1.1731, -0.6921, 0.1305], [-2.0513, -0.2446, 0.2377], [-0.0171, 1.2509, 1.1409], [1.4250, -1.5023, 0.6233], [1.0309, 1.4749, -0.0604], [-1.3125, -1.4635, -0.6099], [-0.5948, 2.1477, -0.3946], [0.0705, 1.3677, 0.0536]], "forces_ev_per_a": [[-0.09, -0.35, 0.33], [4.69, -0.87, -1.37], [0.06, 0.50, -0.96], [-2.13, 2.14, -0.88], [-0.39, -0.06, 1.47], [2.09, -3.82, -0.41], [-3.59, 2.59, 0.20], [-0.14, 0.89, -2.25], [-1.24, -0.79, 0.42], [2.29, 1.63, -0.37], [-0.54, -0.98, 0.33], [1.92, -2.16, 1.30], [-2.93, 1.26, 2.20]]}

{"formula": "C2H9N2", "method": "ωB97M-V with the def2-TZVPD basis set", "homo_ev": -13.46, "de_lowest_kj_mol": 542.7, "spin_multiplicity": 1, "total_charge": 1, "symbols": ["C", "H", "H", "N", "H", "H", "N", "H", "H", "H", "H", "C", "H"], "coordinates": [[-0.2799, 1.8247, 0.3390], [-0.9365, -2.5263, -2.4478], [1.2103, 1.0935, 1.8033], [-1.1127, -2.0318, -1.5895], [-1.2018, 1.2516, 0.2913], [1.2698, -0.9829, 1.1903], [0.5418, -0.4132, 0.6921], [-0.3144, -1.6595, -1.0921], [-0.4561, 2.6318, 1.0486], [-1.7097, -2.5596, -0.9744], [1.7518, 0.8912, 0.1080], [0.8419, 0.8945, 0.7701], [-0.1564, 2.2467, -0.6566]], "forces_ev_per_a": [[-0.29, -0.05, -0.45], [0.33, -0.02, 0.03], [0.85, 0.16, -0.25], [-0.32, 0.46, 0.33], [-0.07, -0.17, 0.03], [-0.40, 0.26, -0.29], [0.81, -1.03, 0.08], [-0.02, -0.25, -0.41], [0.39, 0.03, 0.04], [-0.02, -0.15, 0.03], [0.68, 0.01, 0.04], [-2.22, 0.64, 0.76], [0.29, 0.11, 0.06]]}

{"formula": "C2H9N2", "method": "ωB97M-V with the def2-TZVPD basis set", "homo_ev": -14.23, "de_lowest_kj_mol": 88.0, "spin_multiplicity": 1, "total_charge": 1, "symbols": ["H", "C", "H", "H", "H", "H", "H", "H", "H", "H", "N", "C", "N"], "coordinates": [[0.7806, 1.7372, -2.5863], [0.2794, 0.1178, 0.6994], [0.3980, -1.8056, 0.2862], [1.1971, 2.5400, -1.2502], [-1.4620, -2.2304, 1.8041], [-2.0273, -0.5744, 1.4967], [-0.2918, 0.9363, 1.1175], [2.3108, 1.6809, -2.0784], [-2.0850, -1.8325, 0.1872], [1.2971, 0.2646, 0.3621], [1.3504, 1.6757, -1.7526], [-1.5590, -1.4471, 1.0547], [-0.1883, -1.0625, 0.6597]], "forces_ev_per_a": [[-0.11, -0.06, -0.09], [0.74, -0.35, 0.10], [0.02, 0.09, 0.01], [0.13, 0.22, -0.04], [-0.13, -0.03, -0.01], [-0.22, -0.03, -0.12], [-0.18, -0.04, -0.14], [0.03, 0.04, 0.09], [-0.09, 0.12, -0.04], [-0.08, 0.21, -0.05], [-0.11, -0.20, 0.15], [0.62, -0.08, 0.29], [-0.62, 0.11, -0.15]]}

{"formula": "C2H9N2O", "method": "ωB97M-V with the def2-TZVPD basis set", "homo_ev": [-5.25, -5.38], "de_lowest_kj_mol": 255.0, "spin_multiplicity": 2, "symbols": ["H", "H", "H", "N", "C", "H", "H", "N", "H", "H", "O", "C", "H", "H"], "coordinates": [[0.1901, 1.0924, 1.1700], [-1.8187, -0.3823, -2.6820], [2.6298, -1.2039, 2.8608], [-0.0360, 0.1748, 0.7659], [-0.5349, 0.8431, -1.6058], [-0.0907, 1.8025, -1.9461], [0.8995, -0.7801, -0.9284], [-1.6953, 0.5357, -2.2884], [0.5034, -0.5251, 1.2547], [-1.0040, -0.0386, 0.9780], [1.6817, -0.9766, 2.9217], [0.1597, -0.0217, -0.7192], [-2.1105, 1.3164, -2.7741], [1.2260, -1.8365, 2.9930]], "forces_ev_per_a": [[0.07, -0.05, -0.17], [-0.10, -0.12, 0.05], [-0.66, 0.17, 0.01], [-0.53, -0.21, -0.61], [1.27, 0.84, 0.20], [-0.44, -0.07, 0.25], [0.09, 0.13, 0.04], [-0.64, 0.25, 0.00], [0.50, 0.00, 0.28], [-0.24, 0.31, 0.29], [0.26, -0.78, -0.06], [0.00, -0.60, -0.01], [0.02, -0.35, -0.38], [0.39, 0.47, 0.09]]}

{"formula": "C2H9N2O", "method": "ωB97M-V with the def2-TZVPD basis set", "homo_ev": -12.62, "de_lowest_kj_mol": 205.9, "spin_multiplicity": 1, "total_charge": 1, "symbols": ["H", "N", "H", "C", "H", "H", "C", "H", "H", "H", "H", "N", "H", "O"], "coordinates": [[0.6938, 1.8963, -1.0737], [0.6527, 1.3930, 1.6981], [0.0784, -0.1383, -2.3451], [0.2433, 1.0026, -0.6044], [-0.3776, -0.9280, -1.0762], [0.6154, 0.8743, 2.5936], [-0.0125, 0.8676, 0.7060], [1.4225, 2.0736, 1.4644], [-0.7172, 0.0924, 1.0196], [0.2650, -2.9117, -0.2252], [-0.8962, -2.3606, 0.7949], [-0.4266, 0.0055, -1.4810], [-1.3145, 0.2641, -1.6355], [-0.2265, -2.1308, 0.1645]], "forces_ev_per_a": [[-0.07, -1.05, 0.15], [1.60, 1.78, 1.94], [0.04, 0.57, -0.55], [-0.20, 0.82, -0.48], [-0.34, -0.46, 1.05], [0.31, 1.23, -0.89], [-0.25, -2.08, -1.21], [-1.18, -1.32, 0.95], [0.22, 0.17, -0.16], [-1.24, 0.95, 1.25], [-0.35, -0.93, 0.37], [4.08, -0.07, 0.41], [-4.27, 0.92, -1.21], [1.64, -0.54, -1.61]]}

{"formula": "C2H9N2O", "method": "ωB97M-V with the def2-TZVPD basis set", "homo_ev": -15.20, "de_lowest_kj_mol": 60.0, "spin_multiplicity": 1, "total_charge": 1, "symbols": ["H", "O", "N", "H", "N", "C", "H", "H", "H", "C", "H", "H", "H", "H"], "coordinates": [[2.2397, 1.7947, 1.2685], [1.9568, 0.8781, 1.1576], [-0.4553, 0.2232, -0.4470], [-1.8645, -1.2616, -0.2505], [-0.8467, -0.9259, 1.5142], [-1.1197, -0.6493, 0.2437], [-0.8380, -0.6808, -2.2687], [2.7693, 0.3852, 1.0112], [0.3012, 0.6713, 0.0562], [-0.3135, 0.1995, -1.9087], [0.7382, 0.0594, -2.1416], [-0.4875, -0.1992, 2.1212], [-0.6699, 1.1201, -2.3460], [-1.4102, -1.6147, 1.9899]], "forces_ev_per_a": [[0.01, -0.07, 0.06], [-0.27, 0.22, -0.12], [0.23, -0.06, 0.09], [0.10, -0.10, -0.13], [-0.86, 0.52, 0.26], [0.45, -0.60, 0.00], [-0.20, 0.19, -0.29], [0.09, -0.11, 0.02], [0.36, 0.29, 0.16], [-0.21, -0.34, 0.30], [0.08, 0.09, 0.03], [0.52, -0.18, -0.12], [-0.17, 0.08, -0.16], [-0.12, 0.06, -0.10]]}